Record 1
One molecule with the formula C5H9N3 in a non-equilibrium geometry, computed with ωB97M-V with the def2-TZVPD basis set.

Each atom is followed by the atoms it is bonded to, with distances in Å.
Geometry (Å):
1 C -0.10 -0.43 2.35  N2 1.454, H9 1.132, H10 1.065, H11 1.134
2 N 0.64 0.47 1.48  C1 1.454, C3 1.437, H12 1.067
3 C 0.49 0.45 0.05  N2 1.437, N4 1.397, C7 1.625
4 N 1.62 0.30 -0.77  C3 1.397, C5 1.302, H13 1.017
5 C 1.23 -0.02 -1.97  N4 1.302, C6 1.369, H14 1.154
6 C -0.11 -0.21 -2.13  C5 1.369, C7 1.404, H15 1.068
7 C -0.76 0.08 -0.92  C3 1.625, C6 1.404, N8 1.388
8 N -2.08 -0.18 -0.57  C7 1.388, H16 1.039, H17 0.997
9 H 0.02 -1.41 1.80  C1 1.132
10 H 0.35 -0.61 3.29  C1 1.065
11 H -1.13 -0.06 2.61  C1 1.134
12 H 0.70 1.43 1.94  N2 1.067
13 H 2.58 0.48 -0.48  N4 1.017
14 H 2.05 -0.15 -2.76  C5 1.154
15 H -0.53 -0.69 -3.00  C6 1.068
16 H -2.62 0.41 -1.23  N8 1.039
17 H -2.37 0.16 0.32  N8 0.997

Output
Maximum force   6.93 eV/Å
Energy above the lowest of the compared OMol25 structures with the same formula, charge and spin   56.4 kcal per mole
SMILES string   CNc1[nH]ccc1N
Calculated total energy   -9799.01898 eV

Here are the Löwdin charges for atoms 1 to 5, given in e:
1 C -0.15
2 N -0.11
3 C -0.20
4 N 0.04
5 C -0.23

=====

Record 2
A 2-piece molecular cluster, C5H12NO overall in a non-equilibrium geometry, computed with ωB97M-V with the def2-TZVPD basis set.

Each atom is followed by the atoms it is bonded to, with distances in Å.
Geometry (Å):
1 C -1.51 -1.49 -1.28  C2 1.526, H7 1.089, H8 1.099, H9 1.114
2 C -0.59 -1.27 -0.09  C1 1.526, C3 1.487, H10 1.107, H11 1.093
3 C -0.72 0.11 0.45  C2 1.487, C4 1.333, N6 1.469
4 C -1.27 0.53 1.59  C3 1.333, H12 1.092, H13 1.090
5 C 0.89 1.15 -1.10  N6 1.282, H14 1.101, H15 1.094
6 N -0.15 1.20 -0.35  C3 1.469, C5 1.282, H16 1.020
7 H -2.53 -1.24 -0.98  C1 1.089
8 H -1.53 -2.53 -1.64  C1 1.099
9 H -1.26 -0.83 -2.14  C1 1.114
10 H 0.45 -1.45 -0.41  C2 1.107
11 H -0.91 -1.95 0.71  C2 1.093
12 H -1.75 -0.14 2.31  C4 1.092
13 H -1.65 1.54 1.73  C4 1.090
14 H 1.78 1.77 -0.91  C5 1.101
15 H 1.10 0.32 -1.77  C5 1.094
16 H -0.44 2.11 0.02  N6 1.020
17 H 2.63 -0.53 1.58  O19 0.958
18 H 3.14 -0.41 0.14  O19 0.970
19 O 2.66 0.07 0.83  H17 0.958, H18 0.970

Output
Total charge   +1
Maximum force   1.74 eV/Å
Energy above the lowest of the compared OMol25 structures with the same formula, charge and spin   48.9 kcal per mole
Calculated total energy   -8908.50670 eV

Here are the Löwdin charges for atoms 1 to 5, given in e:
1 C -0.08
2 C -0.21
3 C -0.29
4 C 0.14
5 C 0.15

=====

Record 3
One molecule with the formula C2H4N2O4 in a non-equilibrium geometry, computed with ωB97M-V with the def2-TZVPD basis set.

Each atom is followed by the atoms it is bonded to, with distances in Å.
Geometry (Å):
1 H 4.02 -1.66 0.13  N2 1.014
2 N 3.07 -1.44 0.42  H1 1.014, N3 1.262
3 N 2.75 -0.29 0.02  N2 1.262, O4 1.202, O5 1.505
4 O 3.44 0.49 -0.59  N3 1.202
5 O 1.35 0.23 0.23  N3 1.505, C6 1.612
6 C 0.79 1.73 0.09  O5 1.612, O7 1.170, O8 1.268
7 O 1.55 2.62 0.20  C6 1.170
8 O -0.46 1.76 -0.10  C6 1.268, C9 1.419
9 C -1.35 0.66 -0.20  O8 1.419, H10 1.091, H11 1.087, H12 1.090
10 H -1.72 0.41 0.79  C9 1.091
11 H -0.87 -0.20 -0.66  C9 1.087
12 H -2.17 1.03 -0.82  C9 1.090

Output
Maximum force   4.29 eV/Å
Energy above the lowest of the compared OMol25 structures with the same formula, charge and spin   107.6 kcal per mole
SMILES string   [H]/N=[N+](\[O-])OC(=O)OC
Calculated total energy   -13303.69415 eV

Here are the Löwdin charges for atoms 1 to 5, given in e:
1 H 0.09
2 N 0.15
3 N -0.36
4 O 0.04
5 O -0.02

=====

Record 4
A 10-piece molecular cluster, C26H49Br14N3 overall in a non-equilibrium geometry, computed with ωB97M-V with the def2-TZVPD basis set.

Each atom is followed by the atoms it is bonded to, with distances in Å.
Geometry (Å):
1 Br 2.80 12.22 -22.30  C2 2.003
2 C 2.24 11.67 -20.45  Br1 2.003, C3 1.568, H5 1.090, H6 1.090
3 C 0.72 11.80 -20.08  C2 1.568, Br4 2.008, H7 1.090, H8 1.090
4 Br 0.36 11.33 -18.16  C3 2.008
5 H 2.80 12.27 -19.73  C2 1.090
6 H 2.66 10.67 -20.39  C2 1.090
7 H 0.14 11.15 -20.73  C3 1.090
8 H 0.47 12.83 -20.31  C3 1.090
9 Br -10.06 16.40 -19.21  C10 1.949
10 C -11.61 16.30 -18.03  Br9 1.949, C11 1.561, H13 1.090, H14 1.090
11 C -11.26 15.85 -16.58  C10 1.561, Br12 1.991, H15 1.090, H16 1.090
12 Br -12.99 15.96 -15.60  C11 1.991
13 H -12.22 15.50 -18.47  C10 1.090
14 H -12.18 17.22 -18.00  C10 1.090
15 H -10.57 16.58 -16.15  C11 1.090
16 H -10.86 14.84 -16.60  C11 1.090
17 Br -17.61 7.61 -15.21  C18 1.961
18 C -16.95 8.85 -16.58  Br17 1.961, C19 1.589, H21 1.090, H22 1.090
19 C -15.41 9.10 -16.27  C18 1.589, Br20 1.952, H23 1.090, H24 1.090
20 Br -14.28 9.93 -17.63  C19 1.952
21 H -17.60 9.72 -16.53  C18 1.090
22 H -16.93 8.30 -17.51  C18 1.090
23 H -14.89 8.17 -16.04  C19 1.090
24 H -15.27 9.77 -15.42  C19 1.090
25 Br -3.74 5.56 -18.53  C26 2.020
26 C -5.39 5.03 -17.49  Br25 2.020, C27 1.478, H29 1.090, H30 1.090
27 C -5.91 6.24 -16.82  C26 1.478, Br28 2.020, H31 1.090, H32 1.090
28 Br -7.53 5.63 -15.78  C27 2.020
29 H -4.97 4.31 -16.80  C26 1.090
30 H -6.13 4.65 -18.21  C26 1.090
31 H -6.13 6.98 -17.59  C27 1.090
32 H -5.25 6.69 -16.09  C27 1.090
33 Br -11.20 18.44 -31.32  C34 1.987
34 C -9.82 17.22 -30.59  Br33 1.987, C35 1.495, H37 1.090, H38 1.090
35 C -10.36 16.61 -29.33  C34 1.495, Br36 2.018, H39 1.090, H40 1.090
36 Br -11.92 15.40 -29.75  C35 2.018
37 H -8.87 17.74 -30.48  C34 1.090
38 H -9.79 16.42 -31.32  C34 1.090
39 H -10.55 17.38 -28.59  C35 1.090
40 H -9.59 16.02 -28.84  C35 1.090
41 Br -14.64 0.47 -21.07  C42 1.877
42 C -13.10 1.38 -20.52  Br41 1.877, C43 1.554, H45 1.090, H46 1.090
43 C -12.71 0.77 -19.15  C42 1.554, Br44 2.011, H47 1.090, H48 1.090
44 Br -12.17 -1.16 -19.32  C43 2.011
45 H -13.23 2.47 -20.50  C42 1.090
46 H -12.33 1.29 -21.29  C42 1.090
47 H -13.68 0.76 -18.65  C43 1.090
48 H -12.03 1.39 -18.58  C43 1.090
49 Br -0.93 6.03 -27.05  C50 1.995
50 C 0.92 6.45 -27.67  Br49 1.995, C51 1.563, H53 1.090, H54 1.090
51 C 1.68 7.16 -26.50  C50 1.563, Br52 1.969, H55 1.090, H56 1.090
52 Br 2.15 5.85 -25.11  C51 1.969
53 H 0.88 7.02 -28.59  C50 1.090
54 H 1.44 5.52 -27.93  C50 1.090
55 H 1.11 7.96 -26.04  C51 1.090
56 H 2.61 7.64 -26.83  C51 1.090
57 C -6.20 10.27 -24.53  C58 1.509, H62 1.090, H63 1.090, H64 1.090
58 C -7.57 10.90 -24.44  C57 1.509, C59 1.548, H65 1.090, H66 1.090
59 C -8.26 10.57 -23.09  C58 1.548, C60 1.503, H67 1.090, H68 1.090
60 C -8.48 9.10 -22.87  C59 1.503, N61 1.136
61 N -8.62 7.98 -22.76  C60 1.136
62 H -6.28 9.19 -24.39  C57 1.090
63 H -5.53 10.62 -23.75  C57 1.090
64 H -5.89 10.50 -25.55  C57 1.090
65 H -8.29 10.59 -25.19  C58 1.090
66 H -7.51 11.97 -24.63  C58 1.090
67 H -9.10 11.17 -22.77  C59 1.090
68 H -7.53 10.82 -22.32  C59 1.090
69 C 0.11 13.85 -34.97  C70 1.562, H74 1.090, H75 1.090, H76 1.090
70 C -1.05 13.30 -35.85  C69 1.562, C71 1.483, H77 1.090, H78 1.090
71 C -2.45 13.64 -35.47  C70 1.483, C72 1.464, H79 1.090, H80 1.090
72 C -2.83 13.12 -34.16  C71 1.464, N73 1.144
73 N -3.15 12.72 -33.14  C72 1.144
74 H -0.12 14.89 -34.73  C69 1.090
75 H 1.02 13.93 -35.56  C69 1.090
76 H 0.19 13.33 -34.01  C69 1.090
77 H -1.05 12.21 -35.79  C70 1.090
78 H -0.92 13.52 -36.91  C70 1.090
79 H -3.20 13.44 -36.24  C71 1.090
80 H -2.52 14.73 -35.49  C71 1.090
81 C -17.67 10.74 -25.89  C82 1.522, H86 1.090, H87 1.090, H88 1.090
82 C -17.96 12.01 -26.68  C81 1.522, C83 1.591, H89 1.090, H90 1.090
83 C -17.67 13.39 -25.95  C82 1.591, C84 1.475, H91 1.090, H92 1.090
84 C -16.34 13.47 -25.32  C83 1.475, N85 1.185
85 N -15.29 13.63 -24.78  C84 1.185
86 H -18.14 9.93 -26.46  C81 1.090
87 H -18.24 10.69 -24.96  C81 1.090
88 H -16.62 10.49 -25.72  C81 1.090
89 H -18.93 11.99 -27.18  C82 1.090
90 H -17.34 12.03 -27.58  C82 1.090
91 H -18.39 13.42 -25.13  C83 1.090
92 H -17.89 14.28 -26.54  C83 1.090

Output
Maximum force   4.16 eV/Å
SMILES string   BrCCBr.BrCCBr.BrCCBr.BrCCBr.BrCCBr.BrCCBr.BrCCBr.CCCC#N.CCCC#N.CCCC#N
Calculated total energy   -1012819.08204 eV

Here are the Löwdin charges for atoms 1 to 5, given in e:
1 Br 0.55
2 C -0.66
3 C -0.63
4 Br 0.56
5 H 0.04

=====

Frontier orbital gap across the listed records, respectively: 7.9; 8.8; 10.9; 10.2 eV.
E_HOMO across the listed records, respectively: -6.823; -14.343; -10.519; -9.892 eV.